# 1
A 2-piece molecular cluster, C3H8O overall in a non-equilibrium geometry. Source: the OMol25 dataset; level of theory: ωB97M-V/def2-TZVPD.

Net charge: +1
Energy above the lowest of the compared OMol25 structures with the same formula, charge and spin (eV): 2.032
Gap between HOMO and LUMO (spin up / spin down) (eV): 6.66 / 3.10
Multiplicity: 2
Total energy (eV): -5276.351
Expectation value of S²: 0.76

```
12
Properties=species:S:1:pos:R:3:forces:R:3
H -2.190201 2.613295 0.460518 0.07 -0.06 0.24
H -0.696426 0.893794 1.406934 0.22 0.06 0.03
C -1.748150 1.863863 -0.190561 0.02 0.09 -0.39
C -0.491773 1.214728 0.382547 -0.75 0.03 0.34
H -2.501292 1.110047 -0.404475 -0.16 0.00 0.04
C 2.284320 -3.093247 -0.183091 -0.74 0.82 -0.01
H 1.350458 -3.373814 0.361046 0.06 -0.41 0.15
O 3.254623 -3.753597 -0.232848 0.32 -0.27 -0.02
H -0.266411 0.311115 -0.181935 0.31 -0.01 -0.20
H 2.202399 -2.081375 -0.670444 0.34 -0.10 -0.12
H 0.337242 1.911983 0.376233 0.28 -0.08 0.04
H -1.534789 2.383208 -1.123924 0.04 -0.09 -0.12
```
Positions in Å, forces in eV/Å.

Atomic partial charges in e from the Löwdin method, atoms 1 to 5: atom 1 (H): 0.067, atom 2 (H): 0.061, atom 3 (C): -0.168, atom 4 (C): -0.180, atom 5 (H): 0.062

# 2
C3H8O2 in the gas phase. Source: the OMol25 dataset; level of theory: ωB97M-V/def2-TZVPD.

Energy above the lowest of the compared OMol25 structures with the same formula, charge and spin (eV): 0.804
Gap between HOMO and LUMO (eV): 10.80
SMILES: C[C@@H](O)CO
Total energy (eV): -7335.247

```
13
Properties=species:S:1:pos:R:3:forces:R:3
O 1.014583 1.070870 -0.398792 0.02 0.26 0.01
C 0.896517 -1.287650 -0.611868 -0.07 -0.02 0.04
O -1.154019 1.565542 0.849857 -0.24 0.02 -0.11
H -1.673521 2.075358 0.216680 0.03 -0.22 0.16
C 0.485447 -0.077051 0.225072 -0.12 -0.24 0.07
C -1.026622 0.204275 0.397488 0.02 -0.23 -0.08
H 0.447718 -1.296541 -1.612362 -0.07 0.14 0.23
H -1.537686 0.073912 -0.563591 0.08 0.01 0.09
H 0.468793 1.779753 -0.010487 0.52 0.06 -0.18
H -1.514596 -0.427117 1.148195 0.24 -0.09 -0.17
H 0.677937 -2.239240 -0.116094 -0.10 0.18 -0.01
H 1.982904 -1.237643 -0.751184 -0.20 0.01 0.06
H 0.932543 -0.204468 1.227089 -0.12 0.13 -0.10
```
Positions in Å, forces in eV/Å.

Atomic partial charges in e from the Löwdin method, atoms 1 to 5: atom 1 (O): -0.049, atom 2 (C): -0.049, atom 3 (O): -0.082, atom 4 (H): 0.098, atom 5 (C): -0.439

# 3
A 3-piece molecular cluster, C3H8O2 overall. Source: the OMol25 dataset; level of theory: ωB97M-V/def2-TZVPD.

Energy above the lowest of the compared OMol25 structures with the same formula, charge and spin (eV): 2.056
Gap between HOMO and LUMO (eV): 10.80
SMILES: C=C.C=O.O
Total energy (eV): -7333.995

```
13
Properties=species:S:1:pos:R:3:forces:R:3
C 0.443783 1.069331 -1.139783 -0.17 0.07 -0.02
C -0.807136 -0.357678 1.465182 -0.08 -0.26 0.00
H 0.876580 0.096058 -1.354747 -0.11 0.16 0.02
H 0.709450 -1.973399 0.272549 0.07 0.02 -0.02
H -1.574299 0.470826 -1.295312 0.08 0.07 0.03
H 0.202110 0.080167 1.550752 -0.08 -0.09 -0.02
H 1.144742 1.878208 -0.949532 -0.09 -0.05 0.00
H -1.294954 2.244746 -0.854711 0.08 -0.09 -0.05
H 2.186699 -1.786764 0.636698 -0.04 -0.06 -0.13
C -0.869658 1.272029 -1.088047 0.15 -0.01 -0.08
O 1.579931 -1.776811 -0.112062 0.08 -0.08 0.19
H -1.650171 0.309444 1.723346 0.06 -0.10 -0.05
O -0.986410 -1.502022 1.119869 0.06 0.44 0.14
```
Positions in Å, forces in eV/Å.

Atomic partial charges in e from the Löwdin method, atoms 1 to 5: atom 1 (C): -0.074, atom 2 (C): -0.145, atom 3 (H): 0.037, atom 4 (H): 0.000, atom 5 (H): 0.055

# 4
A 2-piece molecular cluster, C3H8O2 overall. Source: the OMol25 dataset; level of theory: ωB97M-V/def2-TZVPD.

Energy above the lowest of the compared OMol25 structures with the same formula, charge and spin (eV): 1.005
Gap between HOMO and LUMO (eV): 10.55
SMILES: CCC=O.O
Total energy (eV): -7335.046

```
13
Properties=species:S:1:pos:R:3:forces:R:3
C 1.304798 0.955237 -0.596435 -0.07 -0.13 -0.25
H 0.624889 -0.952813 -1.622513 -0.21 0.61 -0.41
O 2.019917 1.335832 1.634167 0.17 0.01 0.06
C 1.127212 1.385157 0.829176 0.01 0.15 0.49
O -4.190086 -2.190195 -0.855463 0.00 0.08 0.34
H 1.959913 -1.120562 -0.586693 0.03 0.12 0.38
H 0.340604 -0.875784 0.086610 0.24 0.04 -0.18
H 2.326615 1.202423 -0.860643 0.21 -0.10 -0.12
H 0.657744 1.518016 -1.252636 -0.38 0.20 -0.13
H 0.134106 1.738631 1.188143 -0.03 -0.15 -0.38
H -4.711347 -2.996240 -0.772786 0.05 0.08 0.01
C 1.036801 -0.552009 -0.703374 0.02 -0.74 0.54
H -4.135958 -1.832917 0.043701 -0.04 -0.16 -0.34
```
Positions in Å, forces in eV/Å.

Atomic partial charges in e from the Löwdin method, atoms 1 to 5: atom 1 (C): -0.212, atom 2 (H): 0.066, atom 3 (O): 0.049, atom 4 (C): -0.295, atom 5 (O): -0.068

# 5
C3H8O2 in the gas phase in a non-equilibrium geometry. Source: the OMol25 dataset; level of theory: ωB97M-V/def2-TZVPD.

Energy above the lowest of the compared OMol25 structures with the same formula, charge and spin (eV): 1.245
Gap between HOMO and LUMO (eV): 11.11
SMILES: C[C@@H](O)CO
Total energy (eV): -7334.805

```
13
Properties=species:S:1:pos:R:3:forces:R:3
H -1.059939 1.387782 -0.323106 0.69 0.91 -0.14
H -1.087104 0.402690 1.864806 0.25 -0.07 -0.22
O -1.679086 -0.250177 0.016812 -0.23 -0.55 0.03
H -1.122251 -0.498432 -0.743953 -0.99 -0.22 -0.02
C 0.975860 -0.459249 -0.847749 0.27 0.24 0.20
H -0.412890 -1.187609 1.374014 0.05 0.04 0.08
H 1.607874 0.102590 -1.533841 0.15 0.00 0.12
H 0.272262 -1.003403 -1.515948 -0.07 0.53 0.51
C 0.461482 0.516047 0.287097 0.22 -0.71 -0.18
O -0.127349 1.701289 -0.196027 -0.30 -0.16 -0.37
H 1.337866 0.768395 0.899787 -0.33 -0.03 -0.05
H 1.554852 -1.258582 -0.374515 0.13 0.18 -0.05
C -0.674904 -0.182273 1.033537 0.15 -0.17 0.09
```
Positions in Å, forces in eV/Å.

Atomic partial charges in e from the Löwdin method, atoms 1 to 5: atom 1 (H): 0.087, atom 2 (H): 0.131, atom 3 (O): -0.093, atom 4 (H): 0.057, atom 5 (C): -0.042

# 6
A 2-piece molecular cluster, C3H8O2 overall in a non-equilibrium geometry. Source: the OMol25 dataset; level of theory: ωB97M-V/def2-TZVPD.

Energy above the lowest of the compared OMol25 structures with the same formula, charge and spin (eV): 2.711
Gap between HOMO and LUMO (eV): 8.48
SMILES: C=C(C)O.O
Total energy (eV): -7333.339

```
13
Properties=species:S:1:pos:R:3:forces:R:3
H -1.033451 0.108704 -0.329249 0.03 -0.11 -0.34
C 1.525789 1.296616 1.180839 0.62 -0.18 -0.86
C 0.711126 0.295347 0.388473 -1.50 -0.60 2.40
C 0.846167 -1.029190 0.557006 0.45 -2.28 0.58
H -2.900526 -0.904405 -3.028221 1.34 0.46 -0.15
H 0.994785 -1.554475 1.519885 1.56 1.36 -0.06
O -0.407080 0.828137 -0.205864 1.28 0.54 -0.91
H 2.559935 0.922413 1.281691 -0.62 -0.06 0.24
H 1.166017 1.656976 2.158799 -0.25 -0.12 -0.62
H 0.775235 -1.906877 -0.084343 -1.44 0.85 -0.95
O -2.515129 -0.766059 -2.136911 -1.86 -0.64 -0.91
H -3.362397 -1.042368 -1.746306 0.52 0.18 1.16
H 1.639529 2.095175 0.444199 -0.14 0.61 0.43
```
Positions in Å, forces in eV/Å.

Atomic partial charges in e from the Löwdin method, atoms 1 to 5: atom 1 (H): 0.077, atom 2 (C): -0.043, atom 3 (C): -0.444, atom 4 (C): -0.002, atom 5 (H): 0.052